## a
ORCA calculation (the ωB97M-V functional and the def2-TZVPD basis) on one molecule with the formula C6H7FS.

Each line ends with the Löwdin charge.
CARTESIAN COORDINATES (ANGSTROEM)
C1 1.460 0.004 1.195  -0.3050
C2 1.139 -0.111 -0.299  -0.0900
C3 -0.393 -0.053 -0.380  -0.7261
C4 -1.122 0.859 -1.295  -0.3826
C5 -0.864 -0.238 1.030  -0.0588
C6 0.142 -0.216 1.894  -0.0197
H1 2.263 -0.677 1.541  0.1473
H2 1.621 0.715 -0.865  0.1368
H3 1.506 -1.043 -0.676  0.1060
H4 -2.032 1.347 -0.918  0.0836
H5 -0.518 1.468 -1.961  0.0759
H6 -1.926 -0.331 1.299  0.1247
H7 0.059 -0.289 2.971  0.1106
F1 1.925 1.296 1.497  -0.0363
S1 -1.279 -0.896 -1.733  0.8338

Calculated values
* Kohn-Sham gap: 9.9 eV
* HOMO: -0.330 Ha
* M: 130.19 Da
* SMILES string: F[C@H]1C=C[C@@]2(CS2)C1



## b
ORCA calculation (the ωB97M-V functional and the def2-TZVPD basis) on C6H7FS as an isolated structure.

Each line ends with the Löwdin charge.
CARTESIAN COORDINATES (ANGSTROEM)
C1 0.960 0.477 -1.240  -0.3695
C2 -0.069 -0.396 -1.537  -0.0235
C3 -1.185 -0.463 -0.500  -0.1473
C4 -0.447 0.122 0.704  -0.4775
C5 0.404 -0.673 1.621  -0.4416
C6 0.659 1.167 0.108  -0.4448
H1 -0.078 -1.090 -2.293  0.0750
H2 -1.961 0.185 -1.053  0.1330
H3 -1.634 -1.545 -0.265  0.1504
H4 -0.935 0.900 1.316  0.1262
H5 0.858 -1.611 1.068  0.1192
H6 -0.361 -0.836 2.498  0.1268
H7 0.321 2.246 0.101  0.1279
F1 1.816 0.878 -2.039  0.1671
S1 1.654 0.640 1.511  0.8787

Calculated values
* Kohn-Sham gap: 9.7 eV
* HOMO: -0.322 Ha
* M: 130.19 Da



Verdict on stability: a comes out on top.



## a
ORCA calculation (the ωB97M-V functional and the def2-TZVPD basis) on one molecule with the formula C7H11NO.

Each line ends with the Löwdin charge.
CARTESIAN COORDINATES (ANGSTROEM)
C1 1.943 -0.061 -0.113  -0.0546
C2 -0.599 0.002 0.381  -0.2865
C3 -0.365 -1.367 1.185  -0.3514
C4 0.516 0.385 -0.219  -0.2531
N1 -1.864 0.497 0.457  0.1195
C5 0.386 1.705 -1.061  -0.1298
C6 -0.656 -2.560 0.661  0.0563
C7 -0.300 1.781 -2.204  -0.0062
O1 0.021 -1.267 2.505  0.0246
H1 0.183 -0.328 2.685  0.1100
H2 -2.111 1.283 -0.134  0.0882
H3 -2.333 0.379 1.349  0.1061
H4 1.020 2.533 -0.747  0.0939
H5 2.569 0.750 0.273  0.0816
H6 2.078 -0.929 0.537  0.0747
H7 2.320 -0.339 -1.102  0.0843
H8 -0.970 -2.653 -0.373  0.0654
H9 -0.607 -3.463 1.261  0.0630
H10 -0.969 0.981 -2.514  0.0641
H11 -0.264 2.670 -2.827  0.0498

Calculated values
* Kohn-Sham gap: 8.9 eV
* HOMO: -0.297 Ha
* M: 125.17 Da
* SMILES string: C=C/C(C)=C(\N)C(=C)O



## b
ORCA calculation (the ωB97M-V functional and the def2-TZVPD basis) on C7H11NO as an isolated structure.

Each line ends with the Löwdin charge.
CARTESIAN COORDINATES (ANGSTROEM)
C1 -0.578 -1.995 1.098  -0.1110
C2 -0.620 -0.467 1.219  -0.2062
C3 -0.841 0.492 -0.039  -0.2720
C4 -1.468 -0.087 -1.316  -0.1553
C5 -0.618 -0.423 -2.270  0.0003
C6 1.386 1.069 0.841  -0.5033
C7 1.792 2.011 -0.112  0.0010
H1 0.564 -2.304 1.361  0.1116
H2 -0.967 -2.356 0.122  0.0369
H3 -1.307 -2.789 1.996  0.1617
H4 -0.758 -0.350 2.308  0.1336
H5 -1.291 1.519 0.294  0.1706
H6 -2.608 -0.255 -1.238  0.1358
H7 -1.213 -1.025 -3.074  0.0983
H8 0.422 -0.220 -2.224  0.0485
H9 2.350 1.376 -0.788  0.1075
H10 0.840 2.143 -0.724  0.1171
H11 2.417 2.753 0.319  0.0946
N1 0.452 0.157 0.347  0.0003
O1 2.046 0.750 1.879  0.0299

Calculated values
* Kohn-Sham gap: 10.4 eV
* HOMO: -0.353 Ha
* M: 125.17 Da



## c
ORCA calculation (the ωB97M-V functional and the def2-TZVPD basis) on C7H11NO as an isolated structure.

Each line ends with the Löwdin charge.
CARTESIAN COORDINATES (ANGSTROEM)
C1 0.236 0.846 0.616  -0.2996
C2 1.449 -0.109 0.814  -0.1890
C3 1.819 -0.363 -0.647  -0.1481
C4 -0.348 -0.414 -0.057  -0.4370
C5 0.407 -1.241 1.006  -0.0363
C6 -1.772 -0.612 -0.415  -0.0749
C7 -2.773 0.084 0.107  0.0285
H1 0.412 1.818 -1.133  0.0812
H2 -0.369 2.686 -0.005  0.0704
H3 -0.233 1.081 1.576  0.1507
H4 2.261 0.087 1.513  0.1405
H5 2.302 0.504 -1.109  0.1177
H6 2.430 -1.265 -0.809  0.1268
H7 0.702 -2.262 0.721  0.1271
H8 -0.094 -1.230 1.975  0.1215
H9 -1.957 -1.406 -1.144  0.1161
H10 -2.603 0.887 0.817  0.0582
H11 -3.805 -0.097 -0.185  0.0564
N1 0.405 2.054 -0.142  0.0786
O1 0.502 -0.541 -1.222  -0.0888

Calculated values
* Kohn-Sham gap: 10.0 eV
* HOMO: -0.331 Ha
* M: 125.17 Da



Verdict on stability: c comes out on top.



## a
ORCA calculation (the ωB97M-V functional and the def2-TZVPD basis) on one molecule with the formula C7H11NO.

Each line ends with the Löwdin charge.
CARTESIAN COORDINATES (ANGSTROEM)
C1 -0.993 -1.452 1.440  -0.0357
C2 -0.331 0.268 -2.005  -0.0686
C3 1.615 0.381 0.470  -0.1426
C4 -0.199 -1.250 0.145  -0.5759
C5 -0.569 0.237 -0.521  -0.3174
N1 1.968 1.656 0.460  0.1371
C6 1.561 -0.866 0.630  0.0978
C7 -1.304 1.180 0.082  0.0182
O1 -0.223 -2.177 -0.698  -0.0520
H1 1.271 2.346 0.714  0.1145
H2 2.582 1.963 -0.285  0.1201
H3 2.233 -1.680 0.820  0.1112
H4 -2.060 -1.440 1.222  0.0916
H5 -0.762 -0.675 2.168  0.0692
H6 -0.727 -2.426 1.850  0.0838
H7 -0.903 -0.528 -2.481  0.0835
H8 -0.607 1.228 -2.443  0.0739
H9 0.716 0.062 -2.232  0.0800
H10 -1.556 1.150 1.133  0.0517
H11 -1.713 2.022 -0.468  0.0597

Calculated values
* Kohn-Sham gap (spin up / spin down): 8.0 / 8.0 eV
* HOMO (spin up / spin down): -0.300 / -0.300 Ha
* M: 125.17 Da



## b
ORCA calculation (the ωB97M-V functional and the def2-TZVPD basis) on one molecule with the formula C7H11NO.

Each line ends with the Löwdin charge.
CARTESIAN COORDINATES (ANGSTROEM)
C1 -0.441 -0.051 -0.116  -0.5636
C2 -1.153 -1.038 0.818  -0.0536
C3 -0.978 1.362 0.159  -0.0469
C4 -0.703 -0.446 -1.573  -0.0391
C5 1.062 -0.087 0.148  -0.3346
C6 1.679 -0.832 1.321  -0.0205
C7 1.954 0.962 -0.350  -0.2193
O1 3.081 1.122 0.058  0.0631
N1 1.717 -1.464 0.253  0.2156
H1 1.932 -0.819 2.354  0.1223
H2 1.518 1.625 -1.120  0.1254
H3 -0.980 -0.762 1.852  0.0831
H4 -2.064 1.358 0.119  0.0845
H5 -0.372 -1.467 -1.742  0.0856
H6 -2.220 -1.019 0.641  0.0836
H7 -0.799 -2.052 0.669  0.0808
H8 -0.624 2.075 -0.581  0.0753
H9 -0.674 1.708 1.145  0.0911
H10 -1.770 -0.380 -1.804  0.0890
H11 -0.166 0.205 -2.253  0.0781

Calculated values
* Kohn-Sham gap: 10.6 eV
* HOMO: -0.362 Ha
* M: 125.17 Da
* SMILES string: CC(C)(C)[C@@]1(C=O)C=N1



## c
ORCA calculation (the ωB97M-V functional and the def2-TZVPD basis) on one molecule with the formula C7H11NO.

Each line ends with the Löwdin charge.
CARTESIAN COORDINATES (ANGSTROEM)
C1 -0.182 -1.325 -1.469  -0.1035
C2 0.266 0.025 -1.192  -0.3574
C3 1.611 0.246 -0.338  -0.0494
C4 -0.279 1.218 -0.303  -0.2140
C5 -0.342 0.374 1.034  -0.5409
C6 -1.601 -0.098 1.651  -0.0269
C7 0.902 -0.307 1.037  -0.1762
H1 -1.011 -1.373 -2.323  0.1163
H2 -0.393 -2.051 -0.550  0.1110
H3 0.860 -1.809 -1.840  0.1239
H4 0.449 0.582 -2.151  0.1369
H5 2.627 -0.036 -0.596  0.1234
H6 1.472 2.250 -1.083  0.1357
H7 -1.205 1.868 -0.527  0.1696
H8 -1.949 0.741 2.402  0.1190
H9 -2.539 -0.357 0.872  0.1381
H10 -1.459 -1.025 2.233  0.0751
H11 1.175 -1.376 1.300  0.1660
N1 1.040 1.783 -0.203  0.0197
O1 0.560 0.671 2.047  0.0337

Calculated values
* Kohn-Sham gap: 9.8 eV
* HOMO: -0.327 Ha
* M: 125.17 Da
* SMILES string: C[C@@H]1[C@H]2N[C@@H]1[C@]1(C)O[C@H]21



Verdict on stability: b comes out on top.



## a
ORCA calculation (the ωB97M-V functional and the def2-TZVPD basis) on one molecule with the formula C7H11NO.

Each line ends with the Löwdin charge.
CARTESIAN COORDINATES (ANGSTROEM)
C1 2.030 -0.231 -0.368  -0.3797
C2 -0.040 -0.883 0.728  -0.3318
C3 -1.291 -1.357 -0.052  -0.1452
C4 -2.255 -0.235 -0.520  -0.2009
C5 -1.332 0.920 -0.789  -0.2568
C6 -0.501 1.581 0.322  -0.1408
C7 -0.004 0.469 1.367  -0.1300
H1 0.241 -1.684 1.448  0.1488
H2 -1.761 -2.158 0.623  0.1274
H3 -0.929 -1.720 -1.059  0.1249
H4 -2.788 -0.551 -1.417  0.1081
H5 -2.959 0.080 0.295  0.1221
H6 -1.865 1.801 -1.151  0.1007
H7 -0.824 0.670 -1.728  0.1130
H8 -1.186 2.398 0.713  0.1257
H9 0.331 2.057 -0.088  0.0757
H10 1.007 0.712 1.700  0.1105
H11 -0.689 0.480 2.232  0.1160
N1 1.040 -0.824 -0.224  0.1476
O1 3.063 0.262 -0.516  0.1647

Calculated values
* Kohn-Sham gap: 10.8 eV
* HOMO: -0.366 Ha
* M: 125.17 Da
* SMILES string: O=C=NC1CCCCC1



## b
ORCA calculation (the ωB97M-V functional and the def2-TZVPD basis) on one molecule with the formula C7H11NO.

Each line ends with the Löwdin charge.
CARTESIAN COORDINATES (ANGSTROEM)
C1 0.499 -1.922 -0.092  -0.0264
C2 -2.354 0.020 0.131  -0.0164
C3 1.159 0.774 -0.044  -0.4221
C4 0.254 -0.447 -0.215  -0.2735
C5 -0.902 0.320 0.317  -0.3247
C6 -0.093 1.584 0.374  -0.1813
C7 1.025 0.334 -1.443  0.0503
O1 2.302 0.835 0.732  0.0541
N1 -0.565 1.123 1.632  0.1134
H1 3.033 0.404 0.276  0.1049
H2 0.179 0.786 2.240  0.0969
H3 -0.322 2.576 0.010  0.1436
H4 0.000 -2.319 0.792  0.0810
H5 0.112 -2.450 -0.965  0.0793
H6 1.564 -2.138 -0.007  0.0779
H7 -2.668 0.172 -0.907  0.0811
H8 -2.946 0.673 0.774  0.0799
H9 -2.548 -1.013 0.415  0.0765
H10 0.424 0.905 -2.135  0.0999
H11 1.847 -0.217 -1.886  0.1056

Calculated values
* Kohn-Sham gap: 9.5 eV
* HOMO: -0.322 Ha
* M: 125.17 Da
* SMILES string: C[C@]12C[C@@]1(O)[C@@H]1N[C@@]12C



Verdict on stability: a comes out on top.



## a
ORCA calculation (the ωB97M-V functional and the def2-TZVPD basis) on a 2-piece molecular cluster, C2H6ClNO3S overall.

Each line ends with the Löwdin charge.
CARTESIAN COORDINATES (ANGSTROEM)
C1 -1.079 -0.710 -1.425  0.0051
C2 0.854 -0.052 -0.271  -0.3932
N1 1.598 1.056 2.088  -0.0513
O1 1.899 -1.508 1.715  -0.2675
O2 3.282 0.081 0.535  -0.3120
O3 -0.197 -0.788 -0.242  -0.1259
S1 1.989 -0.221 1.068  0.5548
Cl1 2.212 -1.066 -2.137  0.0747
H1 -0.267 -0.932 -2.190  0.0426
H2 -1.259 0.365 -1.595  0.1023
H3 -1.898 -1.414 -1.498  0.1007
H4 0.854 0.977 -0.660  0.1210
H5 1.221 1.878 1.580  0.0898
H6 1.106 0.915 2.932  0.0590

Calculated values
* Kohn-Sham gap (spin up / spin down): 8.4 / 8.4 eV
* HOMO (spin up / spin down): -0.361 / -0.361 Ha
* M: 159.59 Da



## b
ORCA calculation (the ωB97M-V functional and the def2-TZVPD basis) on a 2-piece molecular cluster, C2H6ClNO3S overall.

Each line ends with the Löwdin charge.
CARTESIAN COORDINATES (ANGSTROEM)
C1 0.699 -1.258 0.088  -0.0131
C2 -0.354 0.945 0.068  -0.0348
N1 0.801 0.158 0.085  -0.3309
O1 0.994 0.504 -2.616  -0.4595
O2 3.172 1.540 -3.330  -0.4106
O3 1.989 0.656 0.096  -0.0783
S1 2.438 0.780 -2.354  0.5307
Cl1 3.331 -1.186 -2.319  0.1935
H1 1.654 -1.569 0.307  0.0685
H2 -0.229 -1.419 0.628  0.1019
H3 0.431 -1.624 -0.947  0.1211
H4 -1.171 0.487 0.548  0.0789
H5 -0.323 1.976 0.489  0.1234
H6 -0.582 1.183 -1.001  0.1093

Calculated values
* Kohn-Sham gap (spin up / spin down): 8.4 / 6.1 eV
* HOMO (spin up / spin down): -0.353 / -0.325 Ha
* M: 159.59 Da



Verdict on stability: a comes out on top.



## a
ORCA calculation (the ωB97M-V functional and the def2-TZVPD basis) on one molecule with the formula C5H9N.

Each line ends with the Löwdin charge.
CARTESIAN COORDINATES (ANGSTROEM)
C1 -0.080 -0.689 -1.818  -0.0640
C2 -0.029 0.075 -0.476  -0.2305
C3 -1.002 -0.287 0.631  -0.1917
N1 0.077 0.226 1.543  -0.1295
C4 1.073 -0.239 0.518  -0.1922
C5 0.018 1.538 1.024  -0.0193
H1 0.776 -0.503 -2.477  0.0662
H2 -0.991 -0.525 -2.405  0.0661
H3 -0.057 -1.784 -1.619  0.0829
H4 -1.944 0.269 0.703  0.1050
H5 -1.191 -1.361 0.755  0.1150
H6 1.323 -1.304 0.617  0.1154
H7 1.989 0.361 0.487  0.1051
H8 0.925 2.130 1.206  0.0855
H9 -0.888 2.092 1.310  0.0860

Calculated values
* Kohn-Sham gap: 9.4 eV
* HOMO: -0.311 Ha
* M: 83.13 Da



## b
ORCA calculation (the ωB97M-V functional and the def2-TZVPD basis) on one molecule with the formula C5H9N.

Each line ends with the Löwdin charge.
CARTESIAN COORDINATES (ANGSTROEM)
N1 3.180 -0.071 0.306  -0.0079
C1 1.692 -0.389 0.225  -0.2515
C2 0.897 0.823 0.501  -0.1020
C3 -0.422 0.745 0.473  -0.1721
C4 -1.193 -0.354 0.013  -0.1521
C5 -2.513 -0.194 -0.598  -0.1454
H1 3.709 -0.934 0.292  0.0058
H2 2.280 -0.378 -0.728  0.1271
H3 1.300 -1.322 0.507  0.0963
H4 1.482 1.790 0.661  0.1412
H5 -0.971 1.704 0.658  0.1169
H6 -0.643 -1.257 -0.160  0.0770
H7 -2.583 -0.176 -1.728  0.0902
H8 -3.364 -0.844 -0.235  0.0771
H9 -2.852 0.857 -0.188  0.0995

Calculated values
* Kohn-Sham gap: 5.8 eV
* HOMO: -0.250 Ha
* M: 83.13 Da



Verdict on stability: a comes out on top.



## a
ORCA calculation (the ωB97M-V functional and the def2-TZVPD basis) on one molecule with the formula C4H7ClN2.

Each line ends with the Löwdin charge.
CARTESIAN COORDINATES (ANGSTROEM)
C1 -1.561 -0.458 -0.263  -0.2576
C2 1.775 0.199 0.011  -0.8106
C3 -2.866 -0.985 0.156  -0.0925
C4 2.680 1.332 -0.043  -0.1223
N1 -0.540 -0.188 0.362  0.0134
N2 0.547 0.458 0.186  0.0030
Cl1 2.495 -1.366 0.097  0.6522
H1 -1.644 -0.315 -1.336  0.1120
H2 -3.002 -0.919 1.352  0.1310
H3 -2.722 -2.011 -0.159  0.0661
H4 -3.725 -0.641 -0.426  0.0698
H5 2.980 1.730 -0.992  0.0718
H6 3.547 1.091 0.566  0.0664
H7 2.036 2.074 0.488  0.0972

Calculated values
* Kohn-Sham gap: 9.5 eV
* HOMO: -0.315 Ha
* M: 118.57 Da
* SMILES string: C/C=N/N=C(/C)Cl



## b
ORCA calculation (the ωB97M-V functional and the def2-TZVPD basis) on one molecule with the formula C4H7ClN2.

Each line ends with the Löwdin charge.
CARTESIAN COORDINATES (ANGSTROEM)
C1 -1.198 1.169 -0.738  -0.3372
C2 -0.094 -0.786 -1.535  -0.0531
C3 0.758 0.509 0.423  -0.2340
C4 0.193 -0.082 1.716  -0.5443
N1 -2.103 1.875 -0.784  0.1493
N2 -0.129 0.405 -0.712  -0.1802
Cl1 0.208 -1.870 1.695  0.5609
H1 0.910 -0.906 -1.946  0.0923
H2 -0.355 -1.682 -0.966  0.0536
H3 -0.800 -0.671 -2.355  0.0961
H4 1.698 0.015 0.164  0.1206
H5 0.957 1.571 0.608  0.1304
H6 -0.841 0.230 1.860  0.0744
H7 0.797 0.223 2.569  0.0712

Calculated values
* Kohn-Sham gap: 10.1 eV
* HOMO: -0.344 Ha
* M: 118.57 Da
* SMILES string: CN(C#N)CCCl



Verdict on stability: b comes out on top.



## a
ORCA calculation (the ωB97M-V functional and the def2-TZVPD basis) on a 2-piece molecular cluster, C4H7ClN2 overall.

Each line ends with the Löwdin charge.
CARTESIAN COORDINATES (ANGSTROEM)
C1 -0.297 0.646 0.880  -0.3712
C2 -2.552 -2.582 1.547  0.0689
C3 1.675 0.755 -1.674  -0.1285
C4 1.085 1.633 -0.628  -0.7730
N1 -0.638 0.004 1.771  0.2213
N2 -0.236 1.237 -0.287  0.1331
Cl1 2.204 2.040 0.772  0.5840
H1 -3.214 -3.238 2.122  -0.0130
H2 -1.646 -2.932 1.116  -0.0321
H3 -2.697 -1.557 1.734  -0.0649
H4 2.042 -0.225 -1.311  0.0898
H5 2.399 1.140 -2.385  0.0756
H6 0.884 0.523 -2.472  0.1124
H7 0.991 2.555 -1.185  0.0975

Calculated values
* Kohn-Sham gap (spin up / spin down): 11.3 / 5.9 eV
* HOMO (spin up / spin down): -0.399 / -0.316 Ha
* M: 118.57 Da



## b
ORCA calculation (the ωB97M-V functional and the def2-TZVPD basis) on one molecule with the formula C4H7ClN2.

Each line ends with the Löwdin charge.
CARTESIAN COORDINATES (ANGSTROEM)
C1 2.069 -0.053 0.254  -0.2381
C2 3.149 0.214 -0.459  -0.5420
C3 -0.148 -0.404 0.165  -0.4911
C4 -1.496 0.040 -0.264  -0.0328
N1 0.882 0.444 -0.122  0.0409
N2 0.137 -1.584 0.614  0.0933
Cl1 4.754 -0.177 0.092  0.5613
H1 1.972 -0.883 0.945  0.1048
H2 3.246 0.819 -1.291  0.0280
H3 0.776 0.881 -0.959  0.1039
H4 -1.368 0.748 -1.177  0.1163
H5 -1.987 0.638 0.475  0.0624
H6 -2.253 -0.787 -0.217  0.0940
H7 -0.713 -2.260 0.723  0.0991

Calculated values
* Kohn-Sham gap: 9.0 eV
* HOMO: -0.306 Ha
* M: 118.57 Da
* SMILES string: [H]/N=C(\C)N/C=C/Cl



Verdict on stability: b comes out on top.